[1]
Below is a 2-piece molecular cluster, C4H12 overall, with properties calculated with ωB97M-V with the def2-TZVPD basis set.

Last column: Mulliken charge in e.
Positions of all 16 atoms, in Å:
C -0.267 0.674 -1.440  -0.752
C -0.760 1.121 -2.821  -0.923
H -0.216 1.504 -0.731  0.308
H -0.989 -0.007 -0.990  0.258
H 0.729 0.236 -1.440  0.307
H -1.552 0.479 -3.204  0.268
H 0.048 1.174 -3.560  0.269
H -1.149 2.144 -2.808  0.261
C 0.342 -0.190 1.879  -0.705
C 0.681 -1.594 2.388  -0.907
H 0.249 0.485 2.733  0.330
H 1.127 0.185 1.225  0.234
H -0.641 -0.123 1.413  0.210
H 0.766 -2.308 1.573  0.284
H -0.082 -1.931 3.090  0.278
H 1.623 -1.573 2.927  0.278

## Properties
- Energy above the lowest of the compared OMol25 structures with the same formula, charge and spin: 16.5 kJ/mol
- Total charge: 0
- SMILES string: CC.CC

[2]
Below is a 2-piece molecular cluster, C4H12 overall, with properties calculated with ωB97M-V with the def2-TZVPD basis set.

Last column: Mulliken charge in e.
Positions of all 16 atoms, in Å:
C -2.356 2.173 -0.147  -0.819
C -1.013 2.768 0.335  -0.732
H -2.982 3.014 -0.442  0.278
H -2.196 1.490 -0.986  0.270
H -2.815 1.587 0.647  0.265
H -0.672 3.533 -0.371  0.257
H -0.234 2.019 0.211  0.207
H -1.169 3.185 1.320  0.275
C 0.977 -2.768 -0.121  -0.835
C 2.377 -2.163 -0.048  -0.755
H 0.879 -3.644 0.530  0.268
H 0.183 -2.129 0.258  0.269
H 0.724 -3.076 -1.128  0.279
H 2.648 -2.057 1.004  0.257
H 2.393 -1.147 -0.429  0.251
H 3.088 -2.793 -0.588  0.267

## Properties
- Energy above the lowest of the compared OMol25 structures with the same formula, charge and spin: 23.3 kJ/mol
- Total charge: 0
- SMILES string: CC.CC

[3]
Below is a 2-piece molecular cluster, C4H12 overall, with properties calculated with ωB97M-V with the def2-TZVPD basis set.

Last column: Mulliken charge in e.
Positions of all 16 atoms, in Å:
C -2.055 -0.786 0.673  -0.848
C -2.854 -0.368 -0.560  -0.702
H -1.088 -1.300 0.519  0.242
H -1.709 -0.003 1.340  0.282
H -2.662 -1.493 1.251  0.291
H -2.244 -0.163 -1.435  0.252
H -3.438 0.503 -0.235  0.235
H -3.515 -1.195 -0.828  0.246
C 2.375 0.765 0.675  -0.628
C 2.444 0.547 -0.840  -0.782
H 2.722 1.713 1.069  0.293
H 1.399 0.371 0.992  0.125
H 3.136 0.080 1.090  0.234
H 2.848 -0.492 -0.962  0.227
H 3.131 1.233 -1.344  0.295
H 1.511 0.589 -1.406  0.240

## Properties
- Energy above the lowest of the compared OMol25 structures with the same formula, charge and spin: 51.1 kJ/mol
- Total charge: 0
- SMILES string: CC.CC

[4]
Below is a 2-piece molecular cluster, C4H12 overall, with properties calculated with ωB97M-V with the def2-TZVPD basis set.

Last column: Mulliken charge in e.
Positions of all 16 atoms, in Å:
C -1.348 -2.055 1.550  -0.899
C -0.279 -1.849 0.487  -0.546
H -1.224 -2.888 2.285  0.289
H -1.552 -1.216 2.227  0.278
H -2.246 -2.207 0.959  0.267
H 0.011 -2.675 -0.157  0.325
H -0.569 -0.924 -0.117  0.061
H 0.804 -1.565 1.008  0.215
C 0.561 2.329 -1.620  -0.870
C 1.188 1.466 -0.564  -0.355
H 0.281 1.680 -2.428  0.276
H -0.484 2.683 -1.168  0.208
H 0.823 3.394 -1.804  0.341
H 0.457 0.587 -0.338  -0.154
H 1.288 1.999 0.393  0.266
H 2.288 1.240 -0.712  0.297

## Properties
- Energy above the lowest of the compared OMol25 structures with the same formula, charge and spin: 135.6 kJ/mol
- Total charge: 0
- SMILES string: CC.CC

[5]
Below is a 2-piece molecular cluster, C4H12 overall, with properties calculated with ωB97M-V with the def2-TZVPD basis set.

Last column: Mulliken charge in e.
Positions of all 16 atoms, in Å:
C -1.453 1.369 -0.220  -0.538
C -1.887 1.662 -1.659  -0.890
H -1.429 2.256 0.413  0.329
H -2.190 0.681 0.222  0.257
H -0.563 0.748 -0.225  0.010
H -1.252 1.114 -2.354  0.297
H -1.694 2.695 -1.975  0.260
H -2.907 1.411 -1.946  0.270
C 1.574 -0.921 1.463  -0.849
C 1.784 -1.996 0.410  -0.793
H 1.780 0.099 1.151  0.267
H 0.566 -0.971 1.900  0.250
H 2.139 -1.166 2.366  0.334
H 1.452 -1.734 -0.595  0.264
H 2.819 -2.337 0.362  0.268
H 1.262 -2.912 0.685  0.266

## Properties
- Energy above the lowest of the compared OMol25 structures with the same formula, charge and spin: 34.6 kJ/mol
- Total charge: 0
- SMILES string: CC.CC

[6]
Below is a 2-piece molecular cluster, C4H12 overall, with properties calculated with ωB97M-V with the def2-TZVPD basis set.

Last column: Mulliken charge in e.
Positions of all 16 atoms, in Å:
C 0.884 1.325 -0.512  -0.661
C 1.431 1.663 -1.940  -1.090
H -0.075 0.959 -0.543  0.181
H 1.523 0.466 -0.228  0.290
H 0.957 2.197 0.112  0.346
H 0.784 2.411 -2.555  0.269
H 1.065 0.803 -2.439  0.324
H 2.422 1.802 -1.977  0.362
C -0.949 -0.655 1.233  -0.739
C -1.233 -2.171 1.265  -0.886
H -0.775 -0.423 0.257  0.166
H -1.832 -0.143 1.430  0.366
H -0.161 -0.430 2.034  0.290
H -0.441 -2.876 0.897  0.281
H -1.377 -2.645 2.273  0.276
H -2.223 -2.282 0.693  0.226

## Properties
- Energy above the lowest of the compared OMol25 structures with the same formula, charge and spin: 140.5 kJ/mol
- Total charge: 0
- SMILES string: CC.CC

[7]
Below is a 2-piece molecular cluster, C4H12 overall, with properties calculated with ωB97M-V with the def2-TZVPD basis set.

Last column: Mulliken charge in e.
Positions of all 16 atoms, in Å:
C 0.534 1.299 1.499  -0.583
C -0.979 1.184 1.596  -0.881
H 1.068 0.973 2.350  0.299
H 0.788 2.331 1.358  0.280
H 0.895 0.833 0.552  0.036
H -1.384 0.518 2.372  0.262
H -1.466 1.075 0.629  0.264
H -1.490 2.189 1.801  0.299
C 0.102 -0.809 -0.885  -0.591
C 0.351 -1.728 -2.188  -1.008
H 1.050 -0.699 -0.319  0.267
H -0.673 -1.283 -0.220  0.268
H -0.202 0.311 -1.043  0.230
H 0.939 -2.646 -2.057  0.306
H 1.006 -1.121 -2.826  0.287
H -0.573 -2.166 -2.725  0.264

## Properties
- Energy above the lowest of the compared OMol25 structures with the same formula, charge and spin: 104.3 kJ/mol
- Total charge: 0
- SMILES string: CC.CC

[8]
Below is a 2-piece molecular cluster, C4H12 overall, with properties calculated with ωB97M-V with the def2-TZVPD basis set.

Last column: Mulliken charge in e.
Positions of all 16 atoms, in Å:
C -1.505 -0.355 0.932  -0.748
C -2.321 0.731 0.326  -0.936
H -2.082 -0.766 1.751  0.350
H -1.222 -1.207 0.105  0.161
H -0.615 -0.008 1.229  0.281
H -1.980 1.021 -0.531  0.415
H -2.499 1.628 1.039  0.236
H -3.389 0.258 0.135  0.259
C 2.210 -0.894 -0.447  -0.958
C 1.608 0.482 -0.813  -0.663
H 3.353 -0.796 -0.510  0.297
H 2.134 -0.989 0.525  0.353
H 1.832 -1.721 -0.995  0.305
H 1.274 0.561 -1.895  0.224
H 2.387 1.321 -0.730  0.291
H 0.851 0.920 -0.112  0.133

## Properties
- Energy above the lowest of the compared OMol25 structures with the same formula, charge and spin: 162.1 kJ/mol
- Total charge: 0
- SMILES string: CC.CC

[9]
Below is a 2-piece molecular cluster, C4H12 overall, with properties calculated with ωB97M-V with the def2-TZVPD basis set.

Last column: Mulliken charge in e.
Positions of all 16 atoms, in Å:
C 0.813 0.000 -1.832  -0.825
C -0.324 0.593 -2.712  -0.786
H 0.886 0.517 -0.884  0.207
H 0.697 -1.090 -1.878  0.264
H 1.810 -0.020 -2.297  0.362
H -0.064 1.605 -3.023  0.253
H -1.174 0.686 -2.045  0.231
H -0.371 0.005 -3.621  0.304
C -0.539 -0.849 1.776  -0.443
C -0.073 0.251 2.768  -0.827
H 0.229 -1.619 1.843  0.241
H -1.530 -1.153 2.090  0.303
H -0.508 -0.501 0.749  -0.080
H -0.928 0.725 3.247  0.263
H 0.525 1.004 2.255  0.275
H 0.550 -0.155 3.563  0.260

## Properties
- Energy above the lowest of the compared OMol25 structures with the same formula, charge and spin: 54.2 kJ/mol
- Total charge: 0
- SMILES string: CC.CC

[10]
Below is a 2-piece molecular cluster, C4H12 overall, with properties calculated with ωB97M-V with the def2-TZVPD basis set.

Last column: Mulliken charge in e.
Positions of all 16 atoms, in Å:
C -1.045 2.326 -0.104  -0.544
C -2.122 1.920 0.929  -0.835
H -0.493 3.187 0.266  0.256
H -0.280 1.552 -0.165  0.049
H -1.491 2.545 -1.066  0.268
H -1.761 2.120 1.937  0.264
H -3.044 2.481 0.803  0.300
H -2.346 0.859 0.848  0.254
C 1.445 -2.891 -0.428  -0.826
C 1.716 -1.388 -0.442  -0.688
H 1.548 -3.329 -1.416  0.261
H 2.027 -3.397 0.342  0.265
H 0.394 -3.090 -0.183  0.267
H 1.010 -0.812 0.169  0.125
H 2.699 -1.114 -0.043  0.298
H 1.744 -0.968 -1.447  0.287

## Properties
- Energy above the lowest of the compared OMol25 structures with the same formula, charge and spin: 21.6 kJ/mol
- Total charge: 0
- SMILES string: CC.CC

Going through the records in order, we get LUMO energy values of 0.0418; 0.0364; 0.0400; 0.0392; 0.0406; 0.0398; 0.0421; 0.0424; 0.0413; 0.0402 Eh.